(1)
{
  "formula": "C6H15NOS",
  "method": "ωB97M-V with the def2-TZVPD basis set",
  "species": ["C", "C", "C", "C", "C", "C", "N", "O", "S", "H", "H", "H", "H", "H", "H", "H", "H", "H", "H", "H", "H", "H", "H", "H"],
  "coordinates": [[-3.2150, -0.4423, 0.7632], [-1.9257, -2.0953, -0.8880], [3.3496, -1.9781, -1.0899], [3.7330, 0.4378, -1.2647], [-2.2764, -0.6550, -0.3844], [3.2681, -0.5970, -0.5606], [-1.2907, 1.8198, -0.3177], [-0.4003, 0.0630, 1.3778], [-0.7058, 0.1730, -0.0736], [-3.0523, -1.0433, 1.7462], [-3.2120, 0.5611, 1.0159], [-4.1580, -0.8593, 0.4852], [-2.7318, -2.6211, -1.3533], [-1.6638, -2.5083, 0.0385], [-1.0404, -2.1838, -1.5258], [2.4839, -2.1557, -1.7442], [4.3177, -2.2582, -1.6801], [3.0917, -2.6334, -0.3218], [4.2310, 0.2501, -2.1787], [-0.5899, 2.2776, 0.1583], [3.8622, 1.4352, -0.8146], [-2.6793, 0.0204, -1.1902], [2.7022, -0.4931, 0.3546], [-1.3979, 2.1503, -1.2091]],
  "atomic_forces_ev_per_a": [[0.29, -3.65, 1.85], [0.03, 1.73, 0.38], [0.50, -0.14, -2.26], [0.21, 0.36, 2.05], [0.25, 0.68, -2.04], [0.16, 0.77, -1.03], [-1.19, -3.06, 2.75], [-0.28, 0.39, -0.73], [0.42, 0.18, -0.17], [0.61, 0.94, -1.70], [-0.46, 1.99, 0.45], [-1.06, 0.38, -0.42], [-0.66, -0.19, -0.08], [0.35, -1.60, 1.19], [-0.20, 0.52, -0.04], [0.26, 0.18, -0.41], [-1.77, 0.53, 1.32], [0.45, -1.52, 1.44], [0.48, -0.05, -0.89], [1.70, 1.92, 1.18], [-0.57, -0.41, -0.46], [0.32, -0.85, 0.26], [0.22, 0.30, 0.27], [-0.05, 0.59, -2.91]],
  "e_lumo_ev": 0.7,
  "energy_ev": -20835.4368,
  "multiplicity": 1,
  "relative_energy_kcal_mol": 67.3
}

(2)
{
  "formula": "C18H20Br54ClFGa",
  "method": "ωB97M-V with the def2-TZVPD basis set",
  "species": ["F", "Ga", "Cl", "H", "H", "C", "Br", "Br", "Br", "H", "C", "Br", "Br", "Br", "H", "C", "Br", "Br", "Br", "H", "C", "Br", "Br", "Br", "H", "C", "Br", "Br", "Br", "H", "C", "Br", "Br", "Br", "H", "C", "Br", "Br", "Br", "H", "C", "Br", "Br", "Br", "H", "C", "Br", "Br", "Br", "H", "C", "Br", "Br", "Br", "H", "C", "Br", "Br", "Br", "H", "C", "Br", "Br", "Br", "H", "C", "Br", "Br", "Br", "H", "C", "Br", "Br", "Br", "H", "C", "Br", "Br", "Br", "H", "C", "Br", "Br", "Br", "H", "C", "Br", "Br", "Br", "H", "C", "Br", "Br", "Br", "H"],
  "coordinates": [[-4.9519, -6.5770, -4.1386], [-3.9808, -7.7853, -5.1685], [-2.5491, -6.5702, -6.4422], [-4.9540, -8.6479, -6.1091], [-3.1149, -8.8007, -4.2776], [-2.4593, -2.3792, -5.4271], [-1.3710, -3.2192, -6.7821], [-3.2782, -3.6685, -4.2520], [-1.4601, -1.0453, -4.4364], [-3.2572, -1.8624, -5.9376], [-2.2687, 2.8464, -5.1020], [-1.2820, 3.3917, -6.6694], [-1.9226, 4.0108, -3.5995], [-4.1583, 2.6879, -5.4662], [-1.9114, 1.8656, -4.8274], [-0.8744, 5.6158, 0.0762], [-0.8472, 6.7281, -1.5014], [0.2180, 6.3555, 1.4871], [-2.6751, 5.2673, 0.6738], [-0.4387, 4.6658, -0.1961], [-5.1821, -7.2888, -0.9605], [-6.6778, -6.6715, 0.1028], [-3.5660, -6.3303, -0.5269], [-4.9453, -9.1982, -0.7976], [-5.4085, -7.0836, -1.9960], [-3.4964, -12.5865, -1.3783], [-3.4930, -11.5646, -3.0214], [-2.3505, -11.8233, -0.0199], [-5.2972, -12.8274, -0.7160], [-3.1063, -13.5679, -1.6045], [-9.1296, -3.6766, 0.9545], [-10.9260, -3.8528, 0.2661], [-8.2176, -2.1602, 0.1846], [-9.1091, -3.6163, 2.8853], [-8.5840, -4.5597, 0.6545], [1.3078, -1.4815, -1.1244], [2.3230, -2.6990, -2.2252], [0.9246, 0.1654, -2.0589], [-0.3029, -2.3025, -0.4501], [1.9214, -1.2296, -0.2738], [4.1101, 5.6936, 1.2989], [3.6233, 4.2290, 0.1429], [5.3479, 5.1311, 2.6746], [4.7719, 7.2065, 0.2994], [3.2081, 6.0135, 1.7986], [-6.3253, -16.5837, -3.1397], [-6.6793, -16.7206, -1.2451], [-7.9289, -16.8420, -4.1849], [-5.4475, -14.9238, -3.5807], [-5.6472, -17.3830, -3.3950], [4.1545, 11.5648, 1.2876], [5.2366, 10.7847, -0.1067], [3.3620, 10.2172, 2.4218], [5.1608, 12.8578, 2.3105], [3.3459, 12.0936, 0.8074], [-5.7174, -10.5605, 2.3921], [-7.1284, -9.3189, 2.8179], [-3.9873, -9.7685, 2.6980], [-5.9172, -12.2624, 3.2899], [-5.7897, -10.7521, 1.3301], [8.6236, 5.5837, 4.9565], [10.3352, 5.9928, 4.1616], [8.6085, 3.8243, 5.7515], [8.0725, 6.9406, 6.2156], [7.8981, 5.5786, 4.1564], [-11.6953, -6.9861, 4.2396], [-10.4265, -6.8908, 2.7906], [-11.3413, -5.6488, 5.5888], [-13.5150, -6.8904, 3.6000], [-11.5724, -7.9503, 4.7079], [8.9562, 9.3172, 1.8416], [9.9920, 8.1246, 0.7329], [8.5279, 10.9566, 0.9155], [7.3704, 8.4616, 2.5419], [9.5731, 9.5812, 2.6871], [-0.7141, -13.6958, 3.3778], [0.5443, -12.3539, 2.7869], [-2.5021, -12.9827, 3.5030], [-0.6514, -15.2707, 2.2593], [-0.4163, -13.9979, 4.3697], [6.6607, 16.4117, 2.9782], [5.1434, 16.9655, 1.9216], [7.7891, 15.1744, 2.0176], [7.6593, 17.9274, 3.6420], [6.2746, 15.8875, 3.8395], [10.8182, 19.2710, 1.5729], [11.5997, 17.7332, 0.7074], [11.9481, 19.9425, 2.9890], [10.3685, 20.6537, 0.3025], [9.8943, 18.9452, 2.0284], [7.3000, 6.0958, -2.7715], [5.6745, 5.1594, -3.2242], [6.9699, 7.9769, -2.4730], [8.1973, 5.2732, -1.2734], [7.9591, 6.0203, -3.6221]],
  "atomic_forces_ev_per_a": [[0.27, -0.26, 0.06], [-0.08, -0.53, -0.19], [-0.19, -0.12, 0.13], [-0.06, 0.39, 0.05], [-0.01, 0.34, 0.20], [-0.12, -0.32, 0.03], [-0.06, 0.22, 0.20], [0.13, 0.16, -0.18], [0.02, -0.06, -0.01], [0.00, 0.07, -0.02], [-0.06, 0.02, -0.02], [-0.10, -0.02, 0.16], [-0.04, -0.03, -0.18], [0.23, 0.03, 0.05], [-0.02, -0.11, -0.03], [-0.08, 0.02, -0.05], [0.02, -0.06, 0.21], [-0.09, 0.01, -0.05], [0.20, 0.07, -0.06], [0.03, -0.03, -0.01], [0.16, 0.00, 0.07], [0.06, 0.00, -0.03], [-0.18, -0.12, -0.02], [-0.16, 0.37, -0.11], [0.03, 0.09, -0.30], [0.07, 0.15, -0.22], [0.10, -0.19, 0.27], [-0.10, -0.10, -0.31], [0.08, 0.11, 0.22], [-0.04, -0.05, 0.04], [-0.04, 0.13, 0.03], [0.15, 0.04, 0.08], [-0.10, -0.16, 0.08], [0.08, 0.26, -0.17], [0.02, 0.00, -0.03], [-0.14, -0.17, -0.10], [-0.13, 0.13, 0.08], [0.10, 0.02, 0.12], [0.15, 0.09, -0.11], [0.03, 0.03, 0.02], [0.02, 0.07, -0.21], [0.05, 0.10, 0.12], [-0.07, 0.02, -0.09], [-0.17, -0.39, 0.13], [-0.03, -0.02, 0.04], [-0.01, 0.16, 0.01], [0.01, 0.02, -0.16], [0.13, 0.03, 0.11], [-0.10, -0.24, -0.14], [0.01, -0.05, 0.00], [0.03, -0.14, 0.10], [-0.38, 0.09, 0.01], [0.09, 0.14, -0.09], [-0.14, -0.25, -0.13], [-0.03, 0.02, -0.01], [0.09, 0.18, -0.06], [0.01, -0.22, 0.13], [-0.22, -0.01, 0.20], [-0.05, 0.22, -0.02], [0.03, -0.06, 0.01], [0.07, 0.01, 0.09], [-0.17, -0.01, 0.10], [0.01, 0.18, -0.07], [0.08, -0.15, -0.11], [-0.01, 0.05, -0.05], [0.05, 0.11, -0.12], [-0.21, -0.31, 0.11], [-0.05, -0.10, -0.12], [0.16, 0.02, 0.06], [0.00, -0.03, 0.03], [-0.01, -0.04, 0.02], [-0.15, 0.13, 0.07], [0.32, -0.14, 0.14], [0.23, 0.12, -0.11], [0.02, 0.00, 0.03], [-0.14, 0.08, -0.09], [-0.11, -0.11, 0.01], [0.29, -0.23, 0.08], [0.00, 0.14, 0.07], [0.05, -0.02, 0.02], [0.01, 0.00, -0.18], [0.18, -0.03, 0.09], [0.04, 0.27, 0.10], [-0.07, -0.10, -0.04], [0.00, 0.01, 0.05], [0.09, 0.02, -0.06], [-0.07, 0.16, 0.09], [-0.11, -0.06, -0.15], [0.06, -0.13, 0.12], [0.00, -0.02, -0.01], [-0.18, -0.07, 0.14], [0.15, 0.11, 0.04], [0.14, -0.07, -0.07], [-0.13, 0.09, -0.11], [0.04, 0.02, -0.02]],
  "e_lumo_ev": 0.2,
  "total_charge": -1,
  "energy_ev": -3868899.0330,
  "multiplicity": 1
}

(3)
{
  "formula": "C43H32AlF5OP2S",
  "method": "ωB97M-V with the def2-TZVPD basis set",
  "species": ["Al", "P", "C", "O", "P", "C", "C", "C", "C", "C", "C", "C", "C", "C", "C", "C", "H", "H", "H", "H", "H", "C", "C", "C", "C", "C", "H", "H", "H", "H", "H", "C", "C", "C", "C", "C", "H", "H", "H", "H", "H", "C", "C", "C", "C", "C", "H", "H", "H", "H", "H", "C", "C", "C", "C", "C", "H", "H", "H", "H", "H", "C", "C", "C", "C", "C", "H", "H", "H", "H", "H", "H", "H", "F", "C", "C", "F", "C", "F", "C", "S", "C", "F", "C", "F"],
  "coordinates": [[-0.0953, 0.4495, -0.0052], [2.0900, 1.5372, -0.1997], [2.1530, -2.5780, -0.4506], [1.3980, -1.6200, -0.2071], [-1.7877, -0.9195, -0.9857], [3.3438, 0.8735, 0.9701], [1.8189, 3.2400, 0.4685], [3.0644, 1.8411, -1.7174], [-1.6612, -1.7427, -2.6164], [-2.3115, -2.3002, 0.1216], [-3.2914, 0.1220, -1.1353], [4.6199, 0.4439, 0.5764], [5.4749, -0.1298, 1.5243], [5.0847, -0.2741, 2.8452], [3.8143, 0.1499, 3.2479], [2.9506, 0.7425, 2.3068], [4.9352, 0.5720, -0.4484], [6.4618, -0.4488, 1.2097], [5.7638, -0.7009, 3.5949], [3.4744, 0.0584, 4.2760], [1.9622, 1.1040, 2.6131], [3.4263, 0.7359, -2.5104], [4.2211, 0.9353, -3.6490], [4.6276, 2.2049, -4.0270], [4.2411, 3.3096, -3.2697], [3.4462, 3.1331, -2.1228], [3.1217, -0.2793, -2.2604], [4.5129, 0.0548, -4.2203], [5.2557, 2.3369, -4.9184], [4.5413, 4.3103, -3.5614], [3.1140, 4.0000, -1.5536], [2.7376, 3.8458, 1.3355], [2.4630, 5.1100, 1.8576], [1.2929, 5.7850, 1.4930], [0.3968, 5.1886, 0.5982], [0.6569, 3.9209, 0.0815], [3.6559, 3.3330, 1.6204], [3.1611, 5.5710, 2.5506], [1.0759, 6.7812, 1.8992], [-0.5148, 5.7044, 0.2900], [-0.0441, 3.4420, -0.6022], [-3.2483, -2.0736, 1.1461], [-3.5795, -3.1030, 2.0239], [-2.9600, -4.3492, 1.9022], [-2.0184, -4.5664, 0.8908], [-1.6904, -3.5485, 0.0116], [-3.7487, -1.0910, 1.2272], [-4.3589, -2.9224, 2.7810], [-3.2445, -5.1426, 2.5956], [-1.5660, -5.5452, 0.7896], [-0.9633, -3.7040, -0.7763], [-0.4012, -2.0631, -3.1603], [-0.3065, -2.8087, -4.3233], [-1.4585, -3.2215, -4.9971], [-2.7173, -2.8636, -4.4910], [-2.8194, -2.1158, -3.3177], [0.5045, -1.7408, -2.6460], [0.6710, -3.0840, -4.7173], [-1.3870, -3.8078, -5.9061], [-3.6236, -3.1625, -5.0259], [-3.8128, -1.8168, -2.9559], [-4.5851, -0.4339, -1.0930], [-5.6957, 0.3928, -1.2082], [-5.5449, 1.7693, -1.3836], [-4.2553, 2.3206, -1.4504], [-3.1366, 1.4995, -1.3369], [-4.7307, -1.5138, -0.9631], [-6.6933, -0.0508, -1.1604], [-6.4145, 2.4097, -1.4767], [-4.1195, 3.3905, -1.6017], [-2.1238, 1.9160, -1.3952], [2.4748, -3.4421, 0.1345], [2.7442, -2.8703, -1.3498], [-2.4134, -2.8199, 5.9887], [-2.0260, -1.9427, 5.0503], [-2.8877, -0.8987, 4.6895], [-4.0945, -0.8063, 5.2911], [-2.5030, -0.0095, 3.6903], [-3.3668, 0.9837, 3.3249], [-1.2460, -0.1411, 3.0628], [-0.7934, 1.0539, 1.8464], [-0.4463, -1.2421, 3.3964], [0.6952, -1.4800, 2.6763], [-0.7989, -2.0997, 4.4281], [0.0382, -3.0980, 4.7692]],
  "atomic_forces_ev_per_a": [[1.40, -1.68, -1.00], [1.61, 1.96, 0.29], [-0.20, 0.49, -0.23], [1.68, -2.14, -0.70], [-2.00, -0.97, -1.09], [-0.40, -0.70, 0.13], [-0.44, -0.37, -0.10], [-0.49, -0.49, -0.81], [0.72, 0.09, -0.47], [0.39, 0.54, 0.62], [0.13, 0.17, 0.13], [-0.36, -0.08, 0.34], [-0.04, 0.28, -0.50], [-0.31, -0.04, 0.67], [-0.38, 0.55, -0.71], [0.17, -0.42, 0.49], [0.13, -0.08, -0.01], [-0.05, 0.04, 0.05], [-0.28, 0.14, -0.47], [0.20, -0.03, -0.14], [0.42, -0.20, -0.01], [0.37, 0.57, -0.41], [-0.40, -0.68, 0.48], [0.24, 0.33, -0.13], [-0.41, -0.33, 0.49], [0.09, -0.17, -0.14], [0.01, 0.19, 0.09], [-0.02, 0.30, 0.00], [-0.35, -0.05, 0.46], [-0.05, -0.12, 0.04], [0.19, -0.19, -0.13], [-0.14, -0.05, 0.04], [-0.26, 0.04, -0.26], [-0.04, -0.11, -0.11], [-0.10, 0.07, -0.15], [0.37, -0.02, 0.54], [-0.26, 0.12, -0.06], [-0.08, -0.08, -0.14], [0.12, -0.52, -0.18], [0.31, -0.08, 0.18], [-0.03, 0.17, 0.00], [-0.01, 0.44, -0.13], [-0.22, 0.11, 0.01], [-0.15, 0.22, -0.02], [-0.30, -0.13, 0.36], [-0.02, 0.36, -0.08], [0.38, -0.69, 0.06], [0.51, -0.19, -0.36], [0.20, 0.14, -0.29], [0.04, 0.08, -0.02], [-0.03, -0.15, -0.01], [-0.36, 0.12, 0.56], [-0.05, -0.25, -0.43], [-0.29, 0.31, 0.56], [0.27, 0.01, -0.13], [-0.18, 0.02, 0.19], [-0.16, -0.07, -0.12], [-0.21, 0.13, 0.08], [0.02, 0.06, 0.09], [0.34, 0.14, 0.24], [0.58, -0.25, -0.23], [0.29, -0.08, 0.08], [-0.17, 0.03, -0.07], [0.73, -0.08, 0.00], [-0.20, -0.03, -0.11], [-0.16, -0.38, 0.22], [0.09, 0.55, 0.00], [0.33, 0.19, -0.04], [0.09, -0.06, 0.04], [-0.10, -0.25, 0.05], [-0.31, 0.10, -0.02], [-1.08, 0.37, 1.93], [-0.78, 1.77, -0.90], [0.32, 0.67, -0.65], [-0.57, -0.27, 0.61], [-0.47, -0.11, 0.25], [1.15, 0.00, -0.63], [-0.22, 0.53, 0.01], [1.09, -1.12, 0.34], [-0.76, -0.85, -0.22], [-0.36, 1.31, 1.82], [0.42, 0.46, -0.56], [-1.06, 0.27, 0.85], [0.69, -0.52, -0.23], [-0.74, 0.60, -0.21]],
  "e_lumo_ev": -6.8,
  "total_charge": 2,
  "energy_ev": -96740.6738,
  "multiplicity": 1
}

(4)
{
  "formula": "C17H20N4O4S",
  "method": "ωB97M-V with the def2-TZVPD basis set",
  "species": ["C", "C", "O", "C", "C", "C", "C", "N", "C", "O", "C", "N", "C", "N", "C", "S", "O", "O", "N", "C", "C", "C", "C", "C", "C", "C", "H", "H", "H", "H", "H", "H", "H", "H", "H", "H", "H", "H", "H", "H", "H", "H", "H", "H", "H", "H"],
  "coordinates": [[-0.7428, 2.6242, -6.1261], [-1.2063, 2.4788, -4.6979], [-2.0719, 3.1884, -4.2351], [-0.5554, 1.4244, -3.8786], [0.4744, 0.6086, -4.3441], [1.0398, -0.3538, -3.5307], [0.5796, -0.5178, -2.2274], [1.1014, -1.4710, -1.3474], [2.1481, -2.3120, -1.5200], [2.8154, -2.4275, -2.5191], [2.4428, -3.1928, -0.2796], [2.0131, -2.6041, 0.9525], [2.6998, -1.7297, 1.7305], [1.9532, -1.2073, 2.6632], [0.7198, -1.7532, 2.4973], [-0.7503, -1.2618, 3.3691], [-0.5490, -1.2962, 4.7858], [-1.8135, -2.0484, 2.8116], [-0.8888, 0.2969, 2.7426], [-0.0359, 1.2325, 3.4572], [-0.8681, 1.7529, 4.6428], [-2.3239, 1.4069, 4.2811], [-2.2351, 0.8325, 2.8605], [0.7336, -2.6178, 1.4365], [-0.4508, 0.2927, -1.7488], [-1.0061, 1.2495, -2.5675], [-0.8873, 1.6907, -6.6652], [0.3134, 2.8829, -6.1515], [-1.3158, 3.4117, -6.6088], [0.8493, 0.7157, -5.3494], [1.8367, -0.9789, -3.8973], [0.6279, -1.4882, -0.4500], [3.5202, -3.3721, -0.2579], [1.9379, -4.1523, -0.4287], [3.7373, -1.5064, 1.5844], [0.8733, 0.7180, 3.7622], [0.2213, 2.0406, 2.7664], [-0.7242, 2.8236, 4.7790], [-0.5726, 1.2398, 5.5553], [-2.7083, 0.6458, 4.9586], [-2.9800, 2.2746, 4.3208], [-2.3508, 1.6162, 2.1060], [-2.9468, 0.0322, 2.6669], [-0.0447, -3.2410, 1.0481], [-0.8066, 0.1669, -0.7348], [-1.8034, 1.8850, -2.2128]],
  "atomic_forces_ev_per_a": [[-0.23, 0.23, 0.01], [0.06, 0.07, -0.28], [0.00, 0.00, -0.01], [0.04, -0.23, 0.42], [-0.31, 0.25, 0.13], [0.20, -0.22, 0.05], [-0.03, 0.21, -0.39], [-0.38, 0.15, 0.34], [0.08, -0.25, 0.54], [0.16, -0.09, -0.22], [0.22, -0.11, -0.73], [-0.33, -0.02, 0.52], [-0.02, 0.15, 0.14], [0.18, 0.31, 0.45], [-0.15, -0.09, -0.28], [0.25, -0.16, -0.80], [0.26, 0.24, 0.00], [-0.04, 0.06, -0.14], [0.14, -1.11, 0.04], [0.52, 0.38, 0.36], [0.06, 0.07, 0.05], [-0.07, 0.07, -0.05], [-0.69, 0.01, 0.08], [-0.39, -0.11, 0.45], [0.05, -0.02, -0.08], [0.04, 0.00, -0.12], [0.06, -0.09, -0.07], [0.12, -0.03, -0.05], [0.00, 0.00, 0.02], [0.03, 0.02, -0.12], [0.01, -0.01, 0.00], [0.24, -0.01, -0.18], [-0.17, 0.03, -0.02], [0.11, 0.09, 0.07], [0.27, 0.00, -0.13], [0.11, 0.26, -0.02], [0.03, -0.10, 0.03], [0.03, 0.00, 0.04], [0.01, 0.08, 0.02], [-0.06, 0.04, 0.02], [-0.06, -0.03, 0.04], [0.03, -0.10, 0.01], [-0.13, 0.18, -0.09], [-0.16, -0.16, -0.20], [-0.03, -0.01, 0.12], [-0.05, 0.04, 0.03]],
  "smiles": "CC(=O)c1ccc(NC(=O)Cn2cnc(S(=O)(=O)N3CCCC3)c2)cc1",
  "e_lumo_ev": 0.1,
  "energy_ev": -42939.2718,
  "multiplicity": 1,
  "relative_energy_kcal_mol": 9.9
}